# C4H8N2OS

One molecule with the formula C4H8N2OS (ωB97M-V with the def2-TZVPD basis set, the Open Molecules 2025 dataset).

Molar mass   132.2 g mol⁻¹
Electronic energy   -20138.554 eV
Net charge   0
SMILES string   C=NSC(=O)NCC
Energy relative to the best compared isomer or geometry (same formula, charge and spin)   52.6 kcal/mol
Multiplicity   1
HOMO-LUMO gap   0.3626 Eh

Bonds (Å) are listed after each position.
Geometry (Å):
1 S -1.049 -1.860 -0.873  N4 1.643, C7 1.858
2 O -1.026 -2.586 1.629  C7 1.259
3 N -0.728 -0.239 1.475  C6 1.528, C7 1.408, H12 1.021
4 N -0.092 -0.724 -1.575  S1 1.643, C5 1.237
5 C 0.154 -0.693 -2.786  N4 1.237, H10 1.127, H15 1.142
6 C -0.366 0.986 0.636  N3 1.528, C8 1.570, H11 1.135, H14 1.165
7 C -0.894 -1.534 0.949  S1 1.858, O2 1.259, N3 1.408
8 C 1.142 1.293 0.944  C6 1.570, H9 1.235, H13 1.059, H16 1.113
9 H 1.192 1.530 2.154  C8 1.235
10 H -0.312 -1.277 -3.630  C5 1.127
11 H -0.619 0.674 -0.426  C6 1.135
12 H -0.350 -0.227 2.423  N3 1.021
13 H 1.239 2.208 0.420  C8 1.059
14 H -0.953 1.894 1.072  C6 1.165
15 H 0.902 0.132 -3.042  C5 1.142
16 H 1.760 0.422 0.630  C8 1.113

# C27H46BrFINO5S

One molecule with the formula C27H46BrFINO5S (ωB97M-V with the def2-TZVPD basis set, the Open Molecules 2025 dataset).

Molar mass   722.5 g mol⁻¹
Electronic energy   -132163.354 eV
Net charge   0
Multiplicity   1
HOMO-LUMO gap   0.3150 Eh

Bonds (Å) are listed after each position.
Geometry (Å):
1 I -1.038 -0.354 -0.683  Br2 3.167, C26 2.216
2 Br -0.532 -1.384 2.268  I1 3.167, C26 1.988
3 S 2.153 0.593 2.257  O5 1.659, O6 1.426, O7 1.618
4 F -1.418 5.466 -0.788  C23 1.369
5 O 1.149 0.255 0.981  S3 1.659, C26 1.427
6 O 3.462 0.324 1.758  S3 1.426
7 O 2.023 2.200 2.388  S3 1.618, C13 1.457
8 O -1.838 1.605 6.530  C34 1.420, H68 0.965
9 O -2.885 3.944 -0.442  C23 1.150
10 N -3.635 0.829 3.298  C12 1.257, H63 1.020
11 C -0.686 0.831 4.461  C17 1.542, C34 1.555, H45 1.088, H69 1.095
12 C -3.258 0.670 2.110  N10 1.257, C18 1.540, C28 1.526
13 C 1.466 2.968 1.282  O7 1.457, C25 1.551, C30 1.553, H56 1.093
14 C -0.583 3.240 -0.302  C23 1.515, C25 1.602, H51 1.092, H65 1.095
15 C -0.089 5.407 1.971  C19 1.335, H55 1.085, H82 1.091
16 C -0.388 -5.251 -2.499  C20 1.541, C37 1.554, H48 1.098, H66 1.093
17 C -0.786 1.928 3.382  C11 1.542, C33 1.589, H54 1.092, H77 1.089
18 C -3.864 -0.509 1.326  C12 1.540, H44 1.090, H75 1.100, H78 1.088
19 C -0.663 4.204 1.894  C15 1.335, C25 1.547, H58 1.088
20 C -1.733 -4.529 -2.286  C16 1.541, C35 1.554, H67 1.094, H70 1.094
21 C 2.775 -3.598 -1.740  C22 1.542, C27 1.570, H38 1.096, H42 1.096
22 C 2.123 -4.645 -2.667  C21 1.542, C37 1.549, H39 1.095, H76 1.098
23 C -1.760 4.182 -0.461  F4 1.369, O9 1.150, C14 1.515
24 C 2.512 -1.123 -2.190  C27 1.543, C36 1.554, H47 1.093, H71 1.093
25 C -0.083 2.953 1.192  C13 1.551, C14 1.602, C19 1.547, C33 1.618
26 C -0.246 0.315 1.276  I1 2.216, Br2 1.988, O5 1.427, C33 1.539
27 C 3.364 -2.367 -2.517  C21 1.570, C24 1.543, H60 1.093, H83 1.092
28 C -2.342 1.714 1.479  C12 1.526, C33 1.581, H59 1.089, H80 1.090
29 C 2.178 2.077 -1.234  C30 1.543, C32 1.560, H57 1.098, H81 1.093
30 C 2.385 2.936 0.031  C13 1.553, C29 1.543, H43 1.095, H46 1.096
31 C -2.676 -2.860 -3.963  C35 1.552, H40 1.093, H50 1.098, H79 1.094
32 C 3.424 1.208 -1.592  C29 1.560, C36 1.540, H62 1.094, H64 1.101
33 C -0.799 1.644 1.819  C17 1.589, C25 1.618, C26 1.539, C28 1.581
34 C -0.594 1.520 5.851  O8 1.420, C11 1.555, H41 1.093, H61 1.103
35 C -2.571 -4.361 -3.584  C20 1.554, C31 1.552, H49 1.093, H74 1.091
36 C 3.149 0.192 -2.717  C24 1.554, C32 1.540, H52 1.093, H53 1.096
37 C 0.679 -4.300 -3.110  C16 1.554, C22 1.549, H72 1.098, H73 1.093
38 H 3.589 -4.100 -1.206  C21 1.096
39 H 2.777 -4.817 -3.527  C22 1.095
40 H -3.579 -2.655 -4.544  C31 1.093
41 H -0.147 2.515 5.792  C34 1.093
42 H 2.041 -3.284 -0.989  C21 1.096
43 H 2.526 3.969 -0.303  C30 1.095
44 H -4.853 -0.752 1.715  C18 1.090
45 H -1.462 0.068 4.488  C11 1.088
46 H 3.373 2.667 0.421  C30 1.096
47 H 2.352 -1.045 -1.112  C24 1.093
48 H -0.015 -5.542 -1.508  C16 1.098
49 H -3.593 -4.679 -3.364  C35 1.093
50 H -2.762 -2.244 -3.058  C31 1.098
51 H -0.840 2.341 -0.865  C14 1.092
52 H 4.086 -0.038 -3.230  C36 1.093
53 H 2.442 0.665 -3.409  C36 1.096
54 H 0.024 2.595 3.684  C17 1.092
55 H -0.086 5.933 2.920  C15 1.085
56 H 1.699 3.960 1.679  C13 1.093
57 H 2.070 2.742 -2.101  C29 1.098
58 H -1.611 4.155 2.426  C19 1.088
59 H -2.760 2.651 1.846  C28 1.089
60 H 3.295 -2.625 -3.576  C27 1.093
61 H 0.105 0.909 6.445  C34 1.103
62 H 3.892 0.767 -0.707  C32 1.094
63 H -4.244 0.046 3.536  N10 1.020
64 H 4.150 1.931 -1.994  C32 1.101
65 H 0.201 3.733 -0.886  C14 1.095
66 H -0.513 -6.152 -3.105  C16 1.093
67 H -1.482 -3.525 -1.934  C20 1.094
68 H -2.278 0.759 6.378  O8 0.965
69 H 0.282 0.331 4.353  C11 1.095
70 H -2.317 -4.975 -1.476  C20 1.094
71 H 1.538 -1.286 -2.657  C24 1.093
72 H 0.641 -4.451 -4.196  C37 1.098
73 H 0.403 -3.267 -2.881  C37 1.093
74 H -2.157 -4.906 -4.434  C35 1.091
75 H -4.037 -0.148 0.301  C18 1.100
76 H 2.068 -5.601 -2.131  C22 1.098
77 H -1.676 2.498 3.642  C17 1.089
78 H -3.200 -1.368 1.250  C18 1.088
79 H -1.777 -2.508 -4.477  C31 1.094
80 H -2.552 1.738 0.410  C28 1.090
81 H 1.304 1.423 -1.279  C29 1.093
82 H 0.315 5.867 1.068  C15 1.091
83 H 4.394 -2.219 -2.186  C27 1.092

# C4H6O2

One molecule with the formula C4H6O2 (ωB97M-V with the def2-TZVPD basis set, the Open Molecules 2025 dataset).

Molar mass   86.1 g mol⁻¹
Electronic energy   -8338.413 eV
Net charge   0
SMILES string   O=CC1COC1
Energy relative to the best compared isomer or geometry (same formula, charge and spin)   47.2 kcal/mol
Multiplicity   1
HOMO-LUMO gap   0.3928 Eh

Bonds (Å) are listed after each position.
Geometry (Å):
1 O 1.525 0.832 -0.061  C4 1.432, C6 1.434
2 O -1.564 -2.057 0.151  C5 1.205
3 C -0.439 0.012 -0.271  C4 1.544, C5 1.516, C6 1.533, H7 1.094
4 C 0.994 -0.306 -0.749  O1 1.432, C3 1.544, H9 1.096, H12 1.096
5 C -1.129 -1.024 0.594  O2 1.205, C3 1.516, H11 1.118
6 C 0.229 1.201 0.428  O1 1.434, C3 1.533, H8 1.100, H10 1.097
7 H -1.056 0.266 -1.139  C3 1.094
8 H 0.190 1.166 1.526  C6 1.100
9 H 1.431 -1.257 -0.420  C4 1.096
10 H -0.084 2.195 0.087  C6 1.097
11 H -1.209 -0.815 1.689  C5 1.118
12 H 1.111 -0.214 -1.835  C4 1.096

# C3H3N2O

An isolated ion of composition C3H3N2O and charge +1 (ωB97M-V with the def2-TZVPD basis set, the Open Molecules 2025 dataset).

Molar mass   83.1 g mol⁻¹
Electronic energy   -8175.489 eV
Net charge   +1
Energy relative to the best compared isomer or geometry (same formula, charge and spin)   78.9 kcal/mol
Multiplicity   1
HOMO-LUMO gap   0.2746 Eh

Bonds (Å) are listed after each position.
Geometry (Å):
1 O 2.352 0.411 -0.032  C4 1.136
2 N 0.477 -1.063 0.096  C4 1.256, C5 1.503, H7 1.041
3 N -1.101 0.661 0.061  C5 1.287, C6 1.209
4 C 1.478 -0.315 -0.025  O1 1.136, N2 1.256
5 C -0.958 -0.618 0.044  N2 1.503, N3 1.287, H8 1.082
6 C -0.803 1.829 0.156  N3 1.209, H9 1.157
7 H 0.516 -2.093 0.244  N2 1.041
8 H -1.701 -1.401 -0.018  C5 1.082
9 H -0.260 2.589 -0.526  C6 1.157

# C4H8

A 2-piece molecular cluster, C4H8 overall (ωB97M-V with the def2-TZVPD basis set, the Open Molecules 2025 dataset).

Molar mass   56.1 g mol⁻¹
Electronic energy   -4275.744 eV
Net charge   0
SMILES string   C=C.C=C
Energy relative to the best compared isomer or geometry (same formula, charge and spin)   33.4 kcal/mol
Multiplicity   1
HOMO-LUMO gap   0.4185 Eh

Bonds (Å) are listed after each position.
Geometry (Å):
1 C -2.024 -1.543 2.995  C2 1.317, H6 1.096, H8 1.096
2 C -2.606 -0.865 3.963  C1 1.317, H5 1.096, H12 1.096
3 C 1.051 -3.236 1.431  C4 1.341, H7 1.096, H11 1.096
4 C -0.072 -3.888 1.098  C3 1.341, H9 1.096, H10 1.096
5 H -1.974 -0.317 4.672  C2 1.096
6 H -0.931 -1.543 2.921  C1 1.096
7 H 0.986 -2.151 1.569  C3 1.096
8 H -2.587 -2.092 2.232  C1 1.096
9 H -0.107 -4.972 0.941  C4 1.096
10 H -0.982 -3.314 0.889  C4 1.096
11 H 2.013 -3.719 1.636  C3 1.096
12 H -3.692 -0.761 4.064  C2 1.096

# C9H14Br2ClO6S

A 2-piece molecular cluster, C9H14Br2ClO6S overall (ωB97M-V with the def2-TZVPD basis set, the Open Molecules 2025 dataset).

Molar mass   445.5 g mol⁻¹
Electronic energy   -185285.863 eV
Net charge   -1
Multiplicity   1
HOMO-LUMO gap   0.1971 Eh

Bonds (Å) are listed after each position.
Geometry (Å):
1 Br -3.464 -0.463 0.922  C17 1.865
2 Br -2.460 -1.400 -2.048  C18 1.887
3 Cl -0.170 0.073 -3.465  C12 1.790
4 S 0.897 2.741 -1.487  O5 1.562, O6 1.418, O7 1.427, O8 1.601
5 O 1.385 1.662 -0.469  S4 1.562, C14 1.477
6 O 0.639 3.950 -0.792  S4 1.418
7 O 1.722 2.734 -2.652  S4 1.427
8 O -0.492 2.008 -1.803  S4 1.601, C12 1.425
9 O -1.972 0.870 3.754  C16 1.343
10 O 1.484 -2.481 -2.346  C15 1.426, H33 0.961
11 C -1.385 1.366 1.031  C17 1.511, H21 1.091, H22 1.105, H29 1.086
12 C -0.328 0.593 -1.760  Cl3 1.790, O8 1.425, C14 1.581, C18 1.526
13 C 2.063 -2.289 0.021  C15 1.528, H23 1.089, H26 1.093, H32 1.090
14 C 0.993 0.317 -0.936  O5 1.477, C12 1.581, C19 1.519, H30 1.084
15 C 2.330 -1.820 -1.408  O10 1.426, C13 1.528, C19 1.527, H20 1.096
16 C -2.910 0.195 4.440  O9 1.343, H24 1.132, H27 1.126, H28 1.129
17 C -1.983 0.329 0.110  Br1 1.865, C11 1.511, C18 1.341
18 C -1.559 -0.032 -1.110  Br2 1.887, C12 1.526, C17 1.341
19 C 2.201 -0.311 -1.610  C14 1.519, C15 1.527, H25 1.084, H31 1.091
20 H 3.365 -2.081 -1.658  C15 1.096
21 H -1.555 2.370 0.641  C11 1.091
22 H -1.834 1.271 2.037  C11 1.105
23 H 2.253 -1.514 0.762  C13 1.089
24 H -3.129 -0.851 4.065  C16 1.132
25 H 2.206 -0.093 -2.672  C19 1.084
26 H 1.020 -2.596 0.128  C13 1.093
27 H -2.707 0.023 5.534  C16 1.126
28 H -3.934 0.668 4.457  C16 1.129
29 H -0.319 1.213 1.172  C11 1.086
30 H 0.735 -0.181 -0.010  C14 1.084
31 H 3.086 0.157 -1.177  C19 1.091
32 H 2.684 -3.147 0.276  C13 1.090
33 H 1.142 -3.285 -1.946  O10 0.961